# C67H133BN7O15Tl

A structure of composition C67H133BN7O15Tl (wB97M-V/def2-TZVPD, the OMol25 dataset).

Each line ends with the Mulliken charge.
Atoms and positions in Å:
Tl (-0.772, -4.364, -3.183)  1.081
O (1.929, 0.654, -0.373)  0.246
O (5.122, 0.020, -4.561)  -0.232
O (-3.561, -1.526, 3.339)  0.304
O (0.816, 7.402, 0.726)  -0.533
O (0.402, -1.214, -0.951)  -0.782
O (-1.354, -2.580, -0.953)  -0.421
O (-0.729, -6.411, -0.910)  -0.503
O (7.125, -0.133, 3.210)  -0.419
O (0.714, 0.714, -2.306)  -0.507
O (-2.301, 2.590, -5.965)  -0.412
O (2.516, 1.022, -3.813)  -0.654
O (-4.569, -3.014, -0.673)  0.715
O (-0.671, 0.756, -0.172)  0.122
O (-2.556, -0.246, 0.617)  -0.575
O (4.012, 0.911, -1.202)  -0.506
N (-2.477, 3.618, -5.059)  0.360
N (0.288, 6.053, 0.707)  0.692
N (-3.235, -0.877, 4.597)  -0.398
N (5.778, -0.499, 3.421)  0.235
N (-0.218, -5.605, 0.088)  1.392
N (-5.947, -2.788, -0.771)  -0.142
N (6.383, 0.170, -4.879)  0.091
C (4.977, 1.277, 4.811)  -1.914
C (-4.121, 4.705, -6.498)  -1.874
C (-1.100, 6.617, 2.772)  -1.707
C (2.349, 5.189, -0.320)  -1.859
C (-1.530, 4.566, 1.368)  -1.771
C (-3.850, 4.164, -5.074)  1.550
C (-6.021, -1.109, -2.566)  -2.179
C (6.962, -2.153, -4.718)  -2.093
C (5.943, 2.336, -6.253)  -1.738
C (-1.694, -0.253, 6.562)  -1.097
C (-1.480, -0.270, 0.054)  0.393
C (-0.344, 3.290, -3.806)  -1.993
C (-5.010, 3.223, -4.669)  -1.643
C (3.949, -2.191, 2.832)  -2.324
C (-2.451, -4.815, 1.038)  -1.640
C (-2.460, 2.190, -3.042)  -1.079
C (-5.970, -3.507, -3.200)  -1.597
C (-3.898, 1.464, 3.864)  -1.918
C (1.998, 0.829, -2.673)  -0.195
C (6.652, 2.473, -3.848)  -1.600
C (-2.151, 4.715, -2.832)  -0.407
C (-1.042, 6.005, 1.328)  1.695
C (-6.398, -5.182, -0.125)  -1.483
C (-1.854, -1.010, 5.098)  1.766
C (-0.486, 3.537, 1.789)  -0.321
C (-3.910, 5.467, -4.253)  -1.461
C (-6.222, -3.439, 1.654)  -1.872
C (1.740, -7.206, 0.388)  -1.764
C (-3.545, 5.331, -2.853)  -0.723
C (-0.884, -0.351, 4.110)  -1.313
C (6.756, 1.598, -5.106)  1.436
C (-1.102, -5.550, 1.313)  1.771
C (1.241, -5.712, 0.258)  1.260
C (-2.186, 6.762, 0.499)  -1.704
C (-0.452, -4.642, 2.458)  -1.309
C (-1.464, -2.587, 5.303)  -1.445
C (6.258, -2.877, 2.906)  -1.956
C (8.835, -0.567, -4.474)  -1.222
C (0.956, -5.045, 2.766)  -0.899
C (7.364, -0.794, -4.169)  2.128
C (-0.834, -1.511, -0.688)  0.351
C (1.335, 5.029, 0.797)  1.897
C (-6.656, -3.702, 0.192)  2.109
C (7.311, -0.869, -2.646)  -1.643
C (-3.974, 0.764, 6.298)  -1.181
C (-2.520, 0.967, 6.628)  -0.694
C (-5.687, -0.085, 4.852)  -1.894
C (5.399, -1.661, 2.590)  2.497
C (3.212, 0.076, 3.790)  -2.212
C (-8.074, -2.337, -2.002)  -1.183
C (5.575, -1.365, 1.031)  -1.581
C (1.690, -4.870, 1.493)  -0.672
C (-8.203, -3.490, 0.196)  -1.702
C (8.250, 1.658, -5.482)  -1.330
C (2.012, -5.179, -1.029)  -1.361
C (2.154, 5.186, 2.139)  -1.135
C (2.853, -1.118, 2.885)  1.720
C (-4.173, 0.256, 4.887)  1.836
C (4.748, 0.597, 3.553)  1.847
C (0.622, 3.639, 0.735)  0.715
C (9.118, 0.895, -4.400)  -0.644
C (-1.853, 3.453, -3.720)  2.466
C (2.829, 0.767, -1.387)  0.632
C (-6.513, -2.462, -2.109)  1.892
C (-1.360, -6.909, 1.827)  -2.083
C (-8.790, -3.491, -1.215)  -0.761
C (4.679, 1.662, 2.397)  -1.170
B (0.540, 0.265, -0.932)  0.849
H (-6.640, -0.548, -3.267)  0.398
H (-0.640, -0.016, 6.709)  0.443
H (-1.542, 5.546, -3.187)  0.613
H (-0.514, 7.532, 2.863)  0.388
H (-0.891, 2.529, 1.875)  -0.478
H (-2.439, 1.288, 7.666)  0.456
H (-0.096, 3.669, 2.799)  0.491
H (-8.289, -1.442, -1.419)  0.405
H (6.102, -2.427, -4.107)  0.392
H (1.368, -4.223, 3.352)  0.281
H (8.505, 2.717, -5.520)  0.541
H (0.202, 3.264, -2.863)  -0.093
H (7.295, -2.798, 2.578)  0.551
H (-2.219, 4.460, 2.206)  0.666
H (2.621, -0.766, 1.879)  -0.946
H (-5.136, 5.082, -6.628)  0.386
H (-3.593, 6.274, -2.308)  0.540
H (-2.166, 4.131, 0.597)  0.168
H (-2.414, 1.822, -5.400)  0.447
H (-9.868, -3.373, -1.319)  0.435
H (-5.124, -1.372, -3.126)  0.402
H (1.504, -7.799, 1.271)  0.337
H (-5.104, 3.134, -3.587)  0.288
H (3.128, -0.306, 4.807)  0.527
H (7.530, -0.588, 3.952)  0.392
H (1.459, -7.918, -0.388)  0.577
H (-6.187, -3.118, -4.194)  0.465
H (9.022, 1.217, -3.364)  0.346
H (-0.269, -7.230, -0.711)  0.397
H (5.641, 2.604, -3.463)  0.448
H (-4.693, 2.209, 3.851)  0.597
H (-0.157, 2.319, -4.265)  0.480
H (-2.065, 4.406, -1.790)  -0.882
H (-5.625, -2.527, 1.635)  0.304
H (-4.971, 5.677, -4.118)  0.473
H (-1.206, 0.688, 4.043)  0.122
H (-4.839, 2.278, -5.183)  0.312
H (-3.229, 6.152, -4.758)  0.366
H (9.536, -1.080, -3.815)  0.429
H (-2.771, 1.395, -3.719)  0.398
H (1.619, 5.255, 3.086)  0.272
H (4.709, 0.686, 5.687)  0.407
H (-4.026, 3.847, -7.164)  0.485
H (7.207, -1.859, -2.203)  0.474
H (6.916, -2.168, -5.807)  0.446
H (2.780, 6.076, 2.068)  0.494
H (-2.228, -3.758, 0.891)  -0.375
H (-7.145, -3.199, 2.181)  0.453
H (5.770, 1.652, -7.083)  0.448
H (0.744, 7.697, -0.185)  0.340
H (6.022, 1.587, 4.826)  0.482
H (4.402, 2.202, 4.833)  0.326
H (7.063, 1.781, -3.114)  0.444
H (-3.072, 2.174, 3.917)  0.274
H (-4.518, 1.709, 6.276)  0.530
H (-5.659, -4.217, 2.169)  0.263
H (-6.335, -4.527, -3.082)  0.309
H (6.051, -3.866, 2.498)  0.299
H (6.529, -0.866, 0.863)  0.517
H (-2.391, -3.002, 5.700)  0.597
H (4.282, 1.242, 1.473)  0.335
H (5.604, 2.147, 2.084)  0.329
H (-6.137, -0.227, 3.869)  0.329
H (-1.821, 1.617, -2.370)  -0.372
H (-0.761, -2.962, 4.559)  -0.318
H (-5.311, -5.268, -0.119)  0.074
H (4.905, 2.454, -5.942)  0.278
H (1.985, -1.593, 3.341)  0.182
H (-8.177, -2.463, 0.560)  0.604
H (-3.059, -0.895, 2.819)  0.110
H (4.931, -0.535, 0.741)  -0.180
H (-2.888, -5.217, 0.124)  0.476
H (-5.807, -0.428, -1.742)  0.344
H (8.290, 1.335, -6.522)  0.363
H (-8.782, -4.137, 0.856)  0.381
H (1.470, -4.257, -1.242)  -0.214
H (-4.182, 4.691, -2.242)  0.260
H (-4.880, -3.488, -3.190)  0.251
H (-1.819, -7.546, 1.071)  0.456
H (10.152, 1.226, -4.505)  0.443
H (6.313, 3.337, -6.474)  0.385
H (-2.098, 6.502, 3.195)  0.445
H (1.842, 5.486, -1.238)  0.340
H (1.003, -6.045, 3.197)  0.472
H (-3.386, 2.303, -2.479)  0.353
H (9.144, -0.845, -5.482)  0.404
H (-6.730, -5.620, -1.067)  0.297
H (2.816, -7.186, 0.565)  0.487
H (0.105, -0.413, 4.565)  0.338
H (6.617, -2.815, 3.933)  0.369
H (3.505, -3.005, 2.259)  0.429
H (4.128, 2.570, 2.641)  -0.101
H (-3.341, 5.369, -6.869)  0.405
H (-2.088, 6.505, -0.556)  0.316
H (-5.925, 3.669, -5.058)  0.524
H (8.085, -0.329, -2.102)  0.313
H (-8.521, -2.305, -2.996)  0.510
H (-0.877, -2.700, 6.214)  0.531
H (-6.787, -5.937, 0.558)  0.457
H (2.682, -5.227, 1.771)  0.619
H (5.130, 0.516, -3.739)  0.105
H (-2.047, 1.826, 6.153)  0.270
H (3.061, -5.078, -0.752)  0.389
H (3.177, 5.857, -0.081)  0.418
H (-1.830, -0.929, 7.406)  0.465
H (-0.499, 5.948, 3.387)  0.371
H (2.939, 4.294, -0.515)  0.243
H (2.795, 4.348, 2.411)  -0.217
H (-5.747, -1.041, 5.372)  0.500
H (-3.172, -5.121, 1.796)  0.520
H (-0.532, -3.595, 2.167)  -0.024
H (7.654, -2.953, -4.456)  0.439
H (2.484, 0.887, 3.782)  0.539
H (-3.222, 6.559, 0.769)  0.338
H (5.468, -2.251, 0.405)  0.452
H (7.259, 3.379, -3.829)  0.378
H (-2.012, -6.620, 2.652)  0.469
H (-3.788, 1.139, 2.830)  0.289
H (-4.222, -2.119, -0.649)  0.038
H (1.348, 2.830, 0.811)  -0.103
H (1.778, -3.879, 1.048)  -0.149
H (-0.562, -7.549, 2.202)  0.262
H (2.001, -5.885, -1.859)  0.240
H (-6.275, 0.739, 5.257)  0.386
H (-1.005, -4.770, 3.388)  0.648
H (-8.619, -4.462, -1.680)  0.333
H (-4.410, 0.059, 7.006)  0.329
H (4.024, -2.739, 3.771)  0.414
H (-1.930, 7.820, 0.538)  0.458
H (0.167, 3.588, -0.255)  -0.694
H (6.326, -0.443, -2.452)  0.280
H (0.194, 4.016, -4.415)  0.488
H (-0.818, -0.736, 3.092)  0.135

## Properties
Molar mass, g/mol: 1492.03
Total charge: +2
Gap between HOMO and LUMO, eV: 1.3
LUMO, Ha: -0.37355
Maximum force, eV/Å: 5.325
E_HOMO, eV: -11.42



# C22H28ClN3O5S

An isolated molecule of C22H28ClN3O5S (wB97M-V/def2-TZVPD, the OMol25 dataset).

Each line ends with the natural charge from an NBO analysis.
Atoms and positions in Å:
Cl (2.281, -2.995, -1.110)  0.022
S (-2.638, 0.828, -1.713)  2.339
O (7.156, 0.098, 1.126)  -0.525
O (-3.600, 0.274, -2.617)  -0.926
O (-2.032, 2.093, -2.048)  -0.970
O (-1.248, 0.672, 2.067)  -0.624
O (-6.727, -1.838, 1.315)  -0.534
N (4.792, -0.175, -0.445)  -0.435
N (-0.400, 1.804, 0.269)  -0.614
N (-3.340, 0.977, -0.228)  -0.699
C (-4.617, 0.370, 0.066)  -0.218
C (2.749, -0.056, 0.898)  -0.225
C (5.876, 0.696, -0.859)  -0.236
C (3.536, 0.350, -0.184)  0.160
C (0.845, -1.087, -2.337)  -0.237
C (-1.244, -1.266, -0.504)  -0.184
C (2.968, 1.270, -1.077)  -0.274
C (6.656, 1.180, 0.374)  -0.084
C (0.897, -1.993, -1.288)  -0.025
C (-0.255, -0.256, -2.450)  -0.128
C (-1.284, -0.343, -1.530)  -0.344
C (-1.380, 1.408, 1.109)  0.673
C (-4.522, -0.705, 1.157)  -0.465
C (-5.834, -0.940, 1.924)  -0.055
C (5.322, -1.272, 0.339)  -0.247
C (-2.757, 1.935, 0.690)  -0.309
C (0.915, 1.321, 0.179)  0.085
C (6.113, -0.755, 1.548)  -0.087
C (-7.449, -1.336, 0.218)  -0.250
C (1.464, 0.417, 1.078)  -0.227
C (1.690, 1.746, -0.897)  -0.160
C (-0.143, -2.096, -0.375)  -0.214
H (-4.214, -1.658, 0.725)  0.216
H (-3.764, -0.394, 1.879)  0.230
H (6.008, -1.828, -0.311)  0.203
H (7.525, 1.769, 0.077)  0.195
H (0.884, 0.085, 1.923)  0.254
H (6.546, 0.124, -1.509)  0.199
H (4.522, -1.943, 0.644)  0.218
H (5.442, -0.211, 2.230)  0.165
H (-0.323, 0.476, -3.239)  0.233
H (-2.049, -1.321, 0.208)  0.239
H (5.992, 1.797, 0.999)  0.165
H (3.524, 1.597, -1.942)  0.212
H (-0.696, 2.347, -0.538)  0.432
H (-6.824, -1.222, -0.673)  0.164
H (3.134, -0.751, 1.627)  0.207
H (-5.600, -1.407, 2.884)  0.196
H (1.271, 2.443, -1.608)  0.207
H (1.660, -1.024, -3.040)  0.237
H (-6.333, 0.022, 2.116)  0.155
H (5.498, 1.557, -1.405)  0.210
H (-3.394, 2.010, 1.571)  0.236
H (-0.086, -2.807, 0.433)  0.235
H (-7.909, -0.369, 0.456)  0.162
H (-2.678, 2.912, 0.203)  0.220
H (-4.960, -0.045, -0.882)  0.245
H (6.590, -1.575, 2.086)  0.196
H (-8.232, -2.064, 0.013)  0.197
H (-5.320, 1.153, 0.376)  0.189

## Properties
Molar mass, g/mol: 482.00
Total charge: 0
Gap between HOMO and LUMO, eV: 8.1
Energy relative to the best compared isomer or geometry (same formula, charge and spin), kcal per mole: 11.8
LUMO, Ha: 0.02220
Maximum force, eV/Å: 1.114
SMILES: COCCCN(CC(=O)Nc1ccc(N2CCOCC2)cc1)S(=O)(=O)c1ccc(Cl)cc1
E_HOMO, eV: -7.47